ORCA calculation (ωB97M-V with the def2-TZVPD basis set) on C35H36N6OPSV as an isolated structure.

```
! wB97M-V def2-TZVPD RIJCOSX def2/J DEFGRID3
* xyz 1 4
V -0.12279 0.80656 0.73377
C -2.39970 3.01719 2.27967
C -2.99822 1.85033 1.49070
N -2.22765 0.61138 1.64448
C -2.22565 0.04113 2.99775
C 0.22132 -0.20670 3.17239
N 0.94981 1.01725 2.73154
C 0.99084 2.19579 3.59403
C -0.30207 3.01081 3.56732
N -0.94097 3.04891 2.25023
H -2.73328 2.93795 3.31605
H -2.83839 3.94697 1.90487
H -3.01532 2.06746 0.42344
H -4.04108 1.71704 1.80389
H -2.63105 -0.09322 1.03427
H -2.48058 -1.01466 2.92018
H -2.97728 0.53533 3.61771
H 1.24354 -1.39001 1.75782
H 0.72588 -0.66310 4.03672
H 1.90362 0.73776 2.52966
H 1.81983 2.80816 3.23164
H 1.21183 1.94115 4.63738
H -0.08063 4.01386 3.94891
H -1.00311 2.55631 4.26103
H -0.59990 3.81896 1.69324
N 2.91966 2.22203 -1.95332
C 3.80184 1.39344 -1.28448
C 5.15131 1.12430 -1.47651
C 5.72423 0.20715 -0.61933
C 4.97893 -0.42107 0.38778
C 3.63967 -0.14696 0.57360
C 3.04605 0.78592 -0.27499
N 1.73589 1.24873 -0.34337
C 1.70995 2.08295 -1.35409
C 0.48991 2.74429 -1.77433
C 0.28041 3.44026 -2.92731
S -1.32641 4.01065 -2.97054
C -1.60656 3.28975 -1.45267
N -0.59762 2.65092 -0.93465
H 3.13931 2.84162 -2.71317
H 5.72513 1.60313 -2.25867
H 6.77217 -0.03756 -0.72818
H 5.46869 -1.14537 1.02473
H 3.06167 -0.66398 1.32529
H 0.96652 3.62398 -3.73758
H -2.56802 3.37703 -0.97035
O -1.02713 0.21776 3.70113
C 0.22032 -1.01615 1.88262
C -0.71098 -2.16254 1.66983
C -1.08055 -3.08833 2.64837
C -1.94001 -4.13397 2.35176
C -2.44156 -4.29204 1.06447
C -2.07664 -3.39695 0.07224
C -1.22578 -2.33464 0.37282
P -0.71065 -1.05978 -0.82020
C -1.91565 -1.15620 -2.18065
C -2.95642 -0.22872 -2.18179
C -3.93375 -0.25920 -3.16567
C -3.86681 -1.21205 -4.17233
C -2.82561 -2.13023 -4.19085
C -1.85607 -2.10486 -3.19994
C 0.82738 -1.67550 -1.56870
C 1.33690 -1.00456 -2.68168
C 2.57761 -1.34054 -3.19629
C 3.32710 -2.34933 -2.60223
C 2.81965 -3.03065 -1.50779
C 1.57334 -2.69724 -0.99140
H -0.69189 -2.98010 3.65494
H -2.22003 -4.83602 3.12706
H -3.11307 -5.10954 0.83801
H -2.46828 -3.51206 -0.93115
H -2.99306 0.52892 -1.40475
H -4.74257 0.46023 -3.15203
H -4.62268 -1.23723 -4.94619
H -2.77080 -2.87029 -4.97858
H -1.04364 -2.82193 -3.22058
H 0.75389 -0.21848 -3.15258
H 2.96123 -0.81956 -4.06501
H 4.29869 -2.60899 -3.00195
H 3.39305 -3.82715 -1.05114
H 1.18267 -3.23591 -0.13630
*
```

The value obtained for the total energy is -93676.0256 eV. The value obtained for the LUMO energy (alpha / beta) is -2.604 / -2.601 eV. The calculation puts the relative energy (zero: lowest compared OMol25 entry of this formula, charge and spin) at 0.0 kcal per mole. The value obtained for the frontier orbital gap (alpha / beta) is 0.2375 / 0.2721 hartree. The expectation value of S² is 3.765.

=====

ORCA calculation (ωB97M-V with the def2-TZVPD basis set) on C35H36N7P2SZn as an isolated structure.

```
! wB97M-V def2-TZVPD RIJCOSX def2/J DEFGRID3
* xyz 1 1
Zn 0.73476 -0.28065 1.32135
C 2.54777 3.65038 1.20326
C 2.73356 3.91224 -0.15282
C 2.46658 2.91746 -1.06187
C 1.99462 1.66398 -0.63583
N 1.75513 1.44519 0.68455
C 2.04927 2.42181 1.55896
N 1.84020 0.72907 -1.64065
C 1.55729 -0.51025 -1.45603
N 1.36083 -1.11707 -0.25076
C 1.45299 -2.46559 -0.38726
N 1.73708 -3.29942 0.55945
C 2.15340 -2.90580 1.81748
C 2.81316 -3.90774 2.55402
C 3.30320 -3.64562 3.81136
C 3.14162 -2.36617 4.33873
C 2.49337 -1.42705 3.57404
N 1.99478 -1.66603 2.34976
C 1.41211 -2.78432 -1.83044
C 1.36320 -3.98170 -2.51344
C 1.40285 -3.93033 -3.90389
C 1.52495 -2.71710 -4.57108
C 1.58624 -1.50993 -3.88005
C 1.51435 -1.55845 -2.50207
H 2.77558 4.38901 1.95813
H 3.07951 4.88298 -0.48158
H 2.59525 3.07021 -2.12199
H 1.86287 2.19604 2.60316
H 2.93054 -4.87309 2.08460
H 3.80603 -4.41472 4.38203
H 3.51262 -2.10947 5.32042
H 2.35658 -0.41905 3.95008
H 1.29778 -4.92066 -1.98008
H 1.35130 -4.84827 -4.47421
H 1.57835 -2.71399 -5.65214
H 1.69444 -0.57084 -4.40663
C -0.59974 -3.35039 3.55365
P -1.08429 -2.01885 2.38802
C -2.24402 -2.91376 1.28024
C -2.22335 -1.03272 3.43029
C -3.02312 -1.63144 4.40508
C -3.84149 -0.86833 5.21786
C -3.85907 0.51295 5.08211
C -3.08461 1.11774 4.10903
C -2.27121 0.35763 3.26757
P -1.47987 1.11558 1.79556
C -1.12448 2.83651 2.30567
C -3.04918 1.37165 0.86866
H -1.45675 -3.94851 3.85794
H -0.14207 -2.89517 4.43220
H 0.12728 -4.00261 3.07318
H -3.02911 -3.40856 1.85211
H -1.68427 -3.65500 0.70825
H -2.69827 -2.20382 0.58768
H -3.01990 -2.70609 4.52949
H -4.46723 -1.35079 5.95712
H -4.49570 1.11375 5.71815
H -3.12667 2.19407 3.99921
H -2.03730 3.39185 2.51710
H -0.60494 3.32753 1.48222
H -0.47918 2.83795 3.18340
H -3.79456 1.75115 1.56733
H -3.40546 0.42759 0.45509
H -2.88937 2.07984 0.06205
N -2.24973 0.02831 -2.64123
C -1.53112 1.15662 -2.88417
S -0.90220 2.02786 -1.61072
N -1.47636 1.51869 -4.18645
C -0.68275 2.54851 -4.77225
C 0.68733 2.59947 -4.55507
C 1.44461 3.57004 -5.19137
C 0.84230 4.48773 -6.04046
C -0.52478 4.42838 -6.25715
C -1.28919 3.45763 -5.62808
H -2.17750 -0.34029 -1.71085
H -2.45261 -0.62485 -3.38191
H -2.12987 1.07191 -4.81150
H 1.15474 1.89188 -3.88636
H 2.51764 3.59457 -5.04379
H 1.43514 5.25143 -6.52634
H -0.99432 5.13789 -6.92523
H -2.35750 3.40938 -5.80189
*
```

The value obtained for the total energy is -125139.1671 eV. The value obtained for the LUMO energy is -3.008 eV. The calculation puts the relative energy (zero: lowest compared OMol25 entry of this formula, charge and spin) at 0.0 kcal per mole. The value obtained for the frontier orbital gap is 0.2681 hartree.

=====

ORCA calculation (ωB97M-V with the def2-TZVPD basis set) on C35H37AsClFIIrP as an isolated structure.

```
! wB97M-V def2-TZVPD RIJCOSX def2/J DEFGRID3
* xyz 1 1
Ir -0.58676 0.78871 0.19089
I -2.32890 1.50148 1.95783
C -4.11489 1.60288 0.88670
C -4.83743 2.74901 1.05960
C -6.11167 2.87264 0.47718
C -6.62179 1.82178 -0.22026
C -5.88390 0.62626 -0.39913
C -6.49380 -0.45554 -1.07701
C -5.82922 -1.62836 -1.24464
C -4.49744 -1.73452 -0.80644
C -3.84206 -0.71468 -0.15394
P -2.05411 -1.03969 0.14605
C -1.94943 -1.99901 1.67671
C -0.69828 -2.12469 2.27773
C -0.55545 -2.89478 3.42102
C -1.65599 -3.54326 3.96596
C -2.90248 -3.42155 3.36800
C -3.05150 -2.65005 2.22440
C -1.62123 -2.18340 -1.18420
C -1.54696 -3.55416 -0.96672
C -1.35124 -4.41164 -2.04201
C -1.22114 -3.90116 -3.32332
C -1.27053 -2.52793 -3.53722
C -1.46867 -1.67034 -2.47091
C -4.56332 0.49598 0.11928
H -4.44074 3.56010 1.65540
H -6.67619 3.78489 0.60964
H -7.61509 1.87570 -0.64746
H -7.50292 -0.32874 -1.44844
H -6.29367 -2.46806 -1.74292
H -3.97043 -2.65244 -1.02747
H 0.16125 -1.63233 1.83851
H 0.41615 -2.99144 3.88770
H -1.54268 -4.14194 4.86022
H -3.76115 -3.92427 3.79273
H -4.02844 -2.55165 1.76758
H -1.63350 -3.95484 0.03492
H -1.29489 -5.47903 -1.87382
H -1.07006 -4.57227 -4.15893
H -1.15243 -2.12987 -4.53641
H -1.49910 -0.59903 -2.63162
Cl 4.12301 -0.13434 -2.32438
C 2.93928 0.83399 -1.54240
C 1.94868 1.44274 -2.31189
C 0.97800 2.17648 -1.67804
C 0.98514 2.30683 -0.26180
C -0.16841 2.84670 0.41259
C 2.04485 1.72363 0.47881
C 3.02039 0.99918 -0.16255
H 1.94187 1.30696 -3.38362
H 0.19456 2.66074 -2.24648
H -0.81152 3.49036 -0.17847
H -0.02604 3.16870 1.43862
H 2.07388 1.85572 1.55278
H 3.83088 0.53950 0.38342
C 3.81584 -2.20446 1.50857
C 3.15673 -3.51365 1.92786
As 1.82647 -4.11809 0.60565
C 3.07756 -4.51879 -0.85828
C 2.36485 -5.15255 -2.04757
C 1.58149 -5.94896 1.30500
C 0.19787 -6.51267 1.00038
H 4.38628 -1.76261 2.32805
H 3.05693 -1.48227 1.19260
H 4.49825 -2.34809 0.66990
H 2.61630 -3.37453 2.86739
H 3.89111 -4.30444 2.09386
H 3.86706 -5.17061 -0.47586
H 3.54376 -3.57645 -1.15281
H 1.84619 -6.07067 -1.75929
H 3.06811 -5.41202 -2.84054
H 1.62200 -4.47027 -2.46424
H 1.73984 -5.89538 2.38468
H 2.36825 -6.58892 0.89966
H -0.58242 -5.89506 1.45232
H 0.08423 -7.52754 1.38520
H 0.01056 -6.54538 -0.07521
F 0.53204 -0.50042 -0.73656
*
```

The value obtained for the total energy is -133196.4786 eV. The value obtained for the LUMO energy is -3.658 eV. The calculation puts the relative energy (zero: lowest compared OMol25 entry of this formula, charge and spin) at 28.7 kcal per mole. The value obtained for the frontier orbital gap is 0.2392 hartree.